Computed, not measured: a molecular structure, C3H5KO4 in a non-equilibrium geometry, with ωB97M-V with the def2-TZVPD basis set.

The HOMO-LUMO gap comes out at 7.488 eV. The total energy is -27704.451 eV. As for the net charge: 0. The calculation puts the energy relative to the best compared isomer or geometry (same formula, charge and spin) at 3.3680 eV. The calculation puts the LUMO energy at -0.02447 Eh.

Geometry as XYZ:
```
13
Properties=species:S:1:pos:R:3:forces:R:3
O 0.3967 -0.8933 -0.2718 2.241 -0.242 -0.365
C -0.7039 -1.7423 -0.4276 -3.869 3.545 0.242
C 0.5880 0.2253 -1.0541 -2.721 -1.495 -0.572
O -1.0019 -2.2928 0.6470 0.661 -1.711 0.427
O -1.4503 -1.4025 -1.3609 0.873 -1.975 -0.309
C -0.4638 1.0025 -1.4657 1.232 1.762 -0.759
H 1.4001 0.0119 -1.7535 1.101 1.599 0.912
H 1.0770 1.2171 1.2260 -1.283 -1.679 4.753
H -1.4415 0.9190 -1.9349 -0.519 -1.183 1.853
H -0.2286 2.0528 -1.6499 1.086 -0.156 -0.911
O 0.8138 0.8826 2.3226 1.155 1.593 -4.708
H 1.5209 1.2421 2.8640 0.196 0.239 -0.119
K -0.5067 -1.2225 2.8587 -0.152 -0.298 -0.443
```
Forces are in eV/Å.